Entry 1:
The following is a DFT calculation (wB97M-V/def2-TZVPD) of 3 unconnected molecules or ions with the total composition C4H12NO2.

The energy above the lowest of the compared OMol25 structures with the same formula, charge and spin comes out at 303.08 kJ/mol. Its total charge is +1. The calculation puts the HOMO-LUMO gap at 8.019 eV. The value obtained for the electronic energy is -364.5198 Eh. For the largest force on an atom, the calculation gives 2.95 eV Å⁻¹.

XYZ file:
```
19
C4H12NO2 (wB97M-V/def2-TZVPD)
H 0.5966 -1.9158 -2.3477
H 2.4261 -0.4599 0.8047
H 0.7271 1.9529 1.4886
H -0.1905 -0.8041 -2.8489
C -0.3177 -2.3952 2.4144
H -0.4630 -2.2036 3.4719
C 0.1811 -1.1850 1.7477
H -1.2525 -2.8462 2.0174
H -3.2602 4.6847 -4.7461
H 0.5487 -1.3714 0.7436
O 0.3109 -1.0415 -2.0563
H 0.3708 -3.2665 2.2518
N 1.1403 1.0189 1.4983
C 0.2608 0.1163 2.1326
H -2.7649 3.3315 -5.0117
H -0.3688 0.4441 2.9439
C 2.1283 0.5885 0.8181
H 2.7644 1.1598 0.1340
O -2.8374 4.1925 -5.4562
```

---

Entry 2:
The following is a DFT calculation (wB97M-V/def2-TZVPD) of a single C5H9NO molecule.

The energy above the lowest of the compared OMol25 structures with the same formula, charge and spin comes out at 520.25 kJ/mol. The calculation puts the HOMO-LUMO gap (alpha / beta) at 7.221 / 7.222 eV. The value obtained for the electronic energy is -325.7394 Eh. For the largest force on an atom, the calculation gives 1.74 eV Å⁻¹.

XYZ file:
```
16
C5H9NO (wB97M-V/def2-TZVPD)
C 1.1374 1.4662 -0.8867
C 0.4237 0.9336 0.3032
H 2.2043 1.5580 -0.6385
C 0.2488 -0.4519 0.5855
H 2.1273 -1.3855 0.2751
O -1.5724 0.8673 0.0017
H 0.7857 2.4648 -1.1518
H 1.0481 0.8002 -1.7444
H -1.9145 0.6538 -0.8813
C 1.0682 -1.4927 0.4795
H -1.5871 -1.8491 -0.7514
C -1.3308 -0.6252 0.7301
H 0.6706 -2.4936 0.6084
N -1.9111 -1.6892 0.2051
H 0.2623 1.6292 1.1208
H -1.6603 -0.3857 1.7449
```

---

Entry 3:
The following is a DFT calculation (wB97M-V/def2-TZVPD) of a single C11H10O molecule.

The energy above the lowest of the compared OMol25 structures with the same formula, charge and spin comes out at 138.56 kJ/mol. The calculation puts the HOMO-LUMO gap at 9.120 eV. The SMILES is C=C1CCc2ccccc2C1=O. The value obtained for the electronic energy is -500.3473 Eh. For the largest force on an atom, the calculation gives 2.54 eV Å⁻¹.

XYZ file:
```
22
C11H10O (wB97M-V/def2-TZVPD)
C 0.1282 0.6193 1.5199
C -1.1241 -1.4750 0.8551
H -0.0833 -0.8225 -2.8537
C 1.5109 0.5874 -2.5559
C 1.8340 1.3074 -0.2394
C 2.2487 1.2791 -1.5925
H -2.4991 -0.6813 3.2756
H -1.9660 -2.1476 1.2422
C -1.7312 0.0532 2.8633
C -0.9438 -0.3136 1.8115
C 0.4763 -0.2283 -2.1738
H 2.9535 2.0565 -1.9640
C -1.2595 -1.0278 -0.6762
H 1.9861 0.6638 -3.5482
C 0.6312 0.5770 0.1070
O 0.6774 1.3542 2.3332
H -1.3157 -1.7975 -1.4201
C -0.0408 -0.1868 -0.9090
H -0.2177 -2.1134 0.9893
H -1.4453 1.0671 3.2846
H -2.2570 -0.5780 -0.9756
H 2.4371 1.8069 0.6266
```

---

Entry 4:
The following is a DFT calculation (wB97M-V/def2-TZVPD) of a molecular structure, C21H23N9O7RhSi.

The energy above the lowest of the compared OMol25 structures with the same formula, charge and spin comes out at 0.00 kJ/mol. Its total charge is +1. The calculation puts the HOMO-LUMO gap at 6.838 eV. The value obtained for the electronic energy is -2233.2278 Eh. For the largest force on an atom, the calculation gives 0.79 eV Å⁻¹.

XYZ file:
```
62
C21H23N9O7RhSi (wB97M-V/def2-TZVPD)
H 1.0330 3.4906 -3.0576
H 2.5168 0.5350 -0.3757
O -2.0044 -0.6233 -0.9553
N 0.5275 -0.3962 2.2173
H 3.1609 0.0187 4.1045
H -0.2737 2.3076 -3.0109
H 1.6081 1.4465 2.3210
C -3.0373 3.5078 1.4795
H -1.5521 4.0750 0.0288
H -3.5264 0.2930 4.0566
H 1.8808 3.4471 1.2298
O 0.5187 -1.6745 -0.2780
C -3.5678 2.4778 2.2604
N 1.7525 -1.5291 3.6181
O 2.6913 -1.5180 -6.0828
C 1.9944 -1.9408 -2.0908
H 3.2631 -2.0351 -3.8035
C 1.5077 3.8013 0.2661
H -4.4295 2.6471 2.8894
C 0.0152 -1.0605 -3.8363
H 0.7283 4.5339 0.4715
O 4.2232 -2.1167 -1.6036
H -0.4877 3.8891 -2.2655
H -1.8178 -5.3994 2.1868
N -0.3260 1.4932 0.0054
N 1.5761 -1.2176 -5.7173
H 2.1531 0.6659 -2.1060
C 2.2752 -1.8099 -3.4277
C 0.7307 -1.5953 -1.5264
C -1.3698 2.0192 0.6828
C -0.2765 -2.5938 2.4522
Rh -0.7259 -0.3915 0.6714
H -4.5713 -0.1336 2.7085
N -1.9219 1.0338 1.4408
Si 0.9147 2.4015 -0.8349
N -1.6475 -0.9698 -2.1069
H -0.7512 -0.7530 -4.5323
O -2.4767 -1.1111 -2.9601
H -2.8400 -3.3146 0.7028
H 0.1870 -4.4323 3.3784
C 2.2945 -0.2670 3.5368
H 2.1185 -2.2840 4.1739
O 0.6829 -0.8047 -6.4266
C 0.6882 -1.5723 2.8019
H 3.2432 1.8115 -1.3534
C 2.3288 1.2369 -1.1948
C 1.2793 -1.3623 -4.2861
C -1.9424 3.3001 0.6693
C -1.4953 -4.3788 2.0888
O 2.8346 -2.9361 -0.1775
N -1.2285 -2.2322 1.6059
N 3.0987 -2.3587 -1.2155
N -0.4083 -3.8924 2.7728
H -3.5059 4.4830 1.5006
H 2.3272 4.3319 -0.2228
C -1.9919 -3.3388 1.3642
C 0.2320 3.0862 -2.4351
C -3.5373 0.0646 2.9907
C -2.9978 1.2200 2.2099
H -2.9487 -0.8350 2.8185
C -0.2505 -1.1695 -2.4794
C 1.5240 0.4293 2.6573
```

---

Question: energy above the lowest of the compared OMol25 structures with the same formula, charge and spin of number 1 (C4H12NO2)?
Answer: 303.08 kJ/mol